i.
The following is a quantum chemistry calculation of a single H3OPS molecule, from the OMol25 dataset.

The calculation puts the HOMO energy at -10.146 eV. As for the charge: 0. As for the structure (SMILES): O=[PH2]S.

Last column: natural (NBO) charge in e.
Atoms and positions in Å:
O1 -0.518 1.488 -0.096  -1.063
P1 -0.147 0.044 0.102  1.367
S1 1.855 0.119 -0.071  -0.381
H1 1.254 1.355 -0.569  0.247
H2 -0.436 -0.795 -0.831  -0.108
H3 -0.453 -0.705 1.296  -0.062

***

ii.
The following is a quantum chemistry calculation of 2 unconnected molecules or ions with the total composition H3OPS, from the OMol25 dataset.

The calculation puts the HOMO energy (alpha / beta) at -8.620 / -9.586 eV. As for the charge: 0.

Last column: natural (NBO) charge in e.
Atoms and positions in Å:
O1 -1.090 -0.969 -0.231  -0.735
P1 1.992 -0.096 -0.188  0.116
S1 -2.476 -0.499 -0.568  0.719
H1 2.926 0.224 0.891  -0.058
H2 1.688 1.311 -0.391  -0.057
H3 -3.039 0.029 0.486  0.015

***

Relative energy table, unit eV: i 0.000; ii 2.961

***

i.
The following is a quantum chemistry calculation of a gas-phase ion, C28H42Cl2N4O2 (charge +2), from the OMol25 dataset.

The calculation puts the HOMO energy at -13.860 eV. As for the charge: +2. As for the structure (SMILES): CC[N+](CC)(CCNC(=O)C(=O)NCC[N+](CC)(CC)Cc1ccccc1Cl)Cc1ccccc1Cl.

Last column: natural (NBO) charge in e.
Atoms and positions in Å:
C1 -0.752 -3.936 4.654  -0.642
H1 -1.383 -4.619 5.218  0.256
C2 -0.822 -2.581 5.344  -0.218
H2 -1.840 -2.200 5.237  0.227
H3 -0.627 -2.710 6.409  0.230
N1 0.114 -1.515 4.854  -0.215
C3 0.241 -1.532 3.377  -0.249
H4 0.975 -0.775 3.098  0.257
H5 0.636 -2.504 3.082  0.245
C4 -1.041 -1.233 2.577  -0.241
N2 -0.692 -1.068 1.185  -0.583
C5 -0.141 0.068 0.737  0.584
O1 0.140 1.028 1.431  -0.621
C6 0.109 0.051 -0.770  0.594
O2 -0.150 -0.918 -1.459  -0.620
N3 0.638 1.197 -1.222  -0.584
H6 0.780 1.935 -0.544  0.441
C7 1.005 1.377 -2.607  -0.248
H7 1.453 0.438 -2.944  0.225
H8 1.744 2.177 -2.659  0.226
C8 -0.260 1.696 -3.427  -0.246
N4 -0.138 1.630 -4.907  -0.211
C9 0.834 2.676 -5.355  -0.221
C10 1.170 2.694 -6.840  -0.640
H9 0.296 2.797 -7.475  0.219
H10 1.806 3.557 -7.023  0.257
H11 1.727 1.814 -7.148  0.229
H12 1.761 2.520 -4.803  0.223
H13 0.415 3.642 -5.063  0.238
C11 0.330 0.283 -5.371  -0.217
C12 -0.396 -0.918 -4.783  -0.657
H14 -0.267 -1.018 -3.709  0.251
H15 -1.457 -0.916 -5.012  0.222
H16 0.027 -1.808 -5.243  0.254
H17 1.394 0.210 -5.144  0.222
H18 0.214 0.262 -6.455  0.234
C13 -1.500 1.884 -5.498  -0.249
C14 -2.173 3.160 -5.068  -0.146
C15 -1.943 4.353 -5.752  -0.131
C16 -2.594 5.522 -5.401  -0.214
C17 -3.508 5.518 -4.361  -0.159
C18 -3.776 4.341 -3.684  -0.219
C19 -3.116 3.175 -4.037  -0.013
Cl1 -3.533 1.717 -3.184  0.011
H19 -4.506 4.323 -2.891  0.244
H20 -4.027 6.422 -4.087  0.241
H21 -2.399 6.430 -5.949  0.238
H22 -1.263 4.366 -6.589  0.208
H23 -1.392 1.882 -6.582  0.242
H24 -2.138 1.048 -5.208  0.254
H25 -1.033 0.986 -3.129  0.259
H26 -0.606 2.699 -3.166  0.242
H27 -0.843 -1.806 0.510  0.441
H28 -1.481 -0.286 2.902  0.225
H29 -1.783 -2.026 2.662  0.224
C20 -0.432 -0.200 5.339  -0.210
C21 0.313 1.047 4.885  -0.656
H30 -0.197 1.904 5.319  0.255
H31 0.302 1.177 3.806  0.247
H32 1.339 1.075 5.240  0.224
H33 -1.469 -0.128 5.011  0.222
H34 -0.438 -0.241 6.430  0.231
C22 1.485 -1.669 5.467  -0.241
C23 2.185 -2.991 5.309  -0.144
C24 2.061 -3.967 6.298  -0.129
C25 2.748 -5.164 6.222  -0.216
C26 3.593 -5.406 5.151  -0.159
C27 3.761 -4.441 4.175  -0.219
C28 3.070 -3.242 4.260  -0.014
Cl2 3.388 -2.037 3.046  0.008
H35 4.441 -4.608 3.354  0.245
H36 4.137 -6.334 5.084  0.241
H37 2.634 -5.900 7.001  0.239
H38 1.422 -3.782 7.149  0.210
H39 2.118 -0.898 5.027  0.251
H40 1.375 -1.469 6.534  0.238
H41 -1.137 -3.907 3.640  0.211
H42 0.250 -4.352 4.642  0.240

***

ii.
The following is a quantum chemistry calculation of a gas-phase ion, C28H42Cl2N4O2 (charge +2), from the OMol25 dataset.

The calculation puts the HOMO energy at -13.816 eV. As for the charge: +2. As for the structure (SMILES): CC[N+](CC)(CCNC(=O)C(=O)NCC[N+](CC)(CC)Cc1ccccc1Cl)Cc1ccccc1Cl.

Last column: natural (NBO) charge in e.
Atoms and positions in Å:
C1 1.334 7.267 0.898  -0.640
H1 0.976 7.872 0.071  0.220
C2 1.486 5.795 0.542  -0.221
H2 2.266 5.679 -0.213  0.238
H3 1.794 5.262 1.442  0.222
N1 0.265 5.112 0.011  -0.210
C3 0.569 3.668 -0.174  -0.247
H4 -0.298 3.208 -0.651  0.260
H5 1.412 3.592 -0.865  0.242
C4 0.889 2.852 1.093  -0.247
N2 0.876 1.445 0.763  -0.582
C5 -0.264 0.761 0.611  0.593
O1 -1.384 1.230 0.704  -0.625
C6 -0.037 -0.721 0.288  0.584
O2 1.089 -1.189 0.234  -0.632
N3 -1.197 -1.369 0.141  -0.596
H6 -2.008 -0.756 0.189  0.440
C7 -1.419 -2.694 -0.414  -0.241
H7 -1.421 -2.617 -1.508  0.239
H8 -2.414 -3.026 -0.118  0.232
C8 -0.343 -3.725 -0.074  -0.270
N4 -0.387 -4.408 1.252  -0.215
C9 0.938 -5.095 1.424  -0.211
C10 2.135 -4.193 1.694  -0.643
H9 2.119 -3.777 2.697  0.221
H10 3.030 -4.804 1.612  0.254
H11 2.233 -3.377 0.985  0.235
H12 1.117 -5.677 0.518  0.239
H13 0.836 -5.790 2.259  0.223
C11 -0.560 -3.465 2.405  -0.219
C12 -1.973 -3.039 2.777  -0.632
H14 -2.579 -3.871 3.121  0.227
H15 -1.887 -2.341 3.607  0.251
H16 -2.497 -2.526 1.980  0.214
H17 0.045 -2.586 2.186  0.234
H18 -0.135 -3.961 3.280  0.227
C13 -1.473 -5.448 1.283  -0.243
C14 -1.295 -6.618 0.347  -0.147
C15 -0.583 -7.747 0.753  -0.124
C16 -0.446 -8.850 -0.068  -0.214
C17 -1.036 -8.856 -1.321  -0.156
C18 -1.782 -7.767 -1.734  -0.218
C19 -1.914 -6.665 -0.903  -0.015
Cl1 -2.930 -5.365 -1.453  0.007
H19 -2.274 -7.775 -2.693  0.246
H20 -0.938 -9.713 -1.967  0.241
H21 0.110 -9.708 0.275  0.238
H22 -0.146 -7.775 1.739  0.208
H23 -1.521 -5.828 2.305  0.238
H24 -2.413 -4.954 1.038  0.247
H25 -0.394 -4.512 -0.826  0.251
H26 0.619 -3.220 -0.160  0.278
H27 1.739 0.934 0.623  0.441
H28 0.121 3.010 1.855  0.225
H29 1.869 3.091 1.505  0.226
C20 -0.878 5.326 0.956  -0.217
C21 -2.127 4.495 0.699  -0.656
H30 -2.566 4.696 -0.274  0.223
H31 -2.865 4.780 1.445  0.255
H32 -1.964 3.426 0.797  0.249
H33 -0.512 5.127 1.964  0.222
H34 -1.146 6.381 0.898  0.235
C22 -0.119 5.679 -1.330  -0.249
C23 0.881 5.480 -2.438  -0.146
C24 1.911 6.396 -2.642  -0.130
C25 2.805 6.255 -3.688  -0.213
C26 2.676 5.194 -4.568  -0.158
C27 1.646 4.285 -4.404  -0.219
C28 0.757 4.430 -3.351  -0.013
Cl2 -0.548 3.286 -3.229  0.010
H35 1.522 3.470 -5.100  0.244
H36 3.363 5.081 -5.391  0.241
H37 3.591 6.981 -3.823  0.238
H38 2.003 7.250 -1.989  0.209
H39 -1.054 5.204 -1.626  0.254
H40 -0.297 6.746 -1.194  0.242
H41 0.683 7.421 1.753  0.229
H42 2.318 7.643 1.170  0.258

***

Relative energy table, unit eV: i 0.000; ii 0.164

***

i.
The following is a quantum chemistry calculation of 2 unconnected molecules or ions with the total composition C3H4O2S, from the OMol25 dataset.

The calculation puts the HOMO energy at -8.934 eV. As for the charge: 0. As for the structure (SMILES): O=C=O.C=CS.

Last column: natural (NBO) charge in e.
Atoms and positions in Å:
C1 1.790 -0.244 2.601  1.027
C2 -1.372 0.425 -1.620  -0.435
C3 -0.375 0.405 -0.770  -0.335
O1 2.114 -1.256 2.157  -0.515
O2 1.464 0.775 2.995  -0.510
S1 0.713 -0.925 -0.348  -0.010
H1 -2.071 1.218 -1.722  0.217
H2 -1.541 -0.425 -2.343  0.189
H3 -0.378 -1.147 -0.883  0.166
H4 -0.344 1.174 -0.066  0.206

***

ii.
The following is a quantum chemistry calculation of 2 unconnected molecules or ions with the total composition C3H4O2S, from the OMol25 dataset.

The calculation puts the HOMO energy at -8.687 eV. As for the charge: 0. As for the structure (SMILES): O=C=O.C=CS.

Last column: natural (NBO) charge in e.
Atoms and positions in Å:
C1 2.149 -0.818 -0.898  1.029
C2 -1.159 -0.556 0.230  -0.428
C3 -0.812 0.669 -0.154  -0.351
O1 1.488 -1.775 -0.885  -0.520
O2 2.748 0.175 -0.869  -0.508
S1 -0.376 2.014 0.915  0.010
H1 -1.748 -0.726 1.124  0.205
H2 -0.999 -1.417 -0.487  0.222
H3 -0.229 0.963 -1.069  0.211
H4 -1.063 1.472 2.093  0.130

***

Relative energy table, unit eV: i 1.145; ii 0.000

***

i.
The following is a quantum chemistry calculation of 2 unconnected molecules or ions with the total composition C3H4O2S, from the OMol25 dataset.

The calculation puts the HOMO energy (alpha / beta) at -8.485 / -8.910 eV. As for the charge: 0.

Last column: natural (NBO) charge in e.
Atoms and positions in Å:
C1 -1.336 -2.260 -1.363  0.726
C2 -1.598 -1.335 -0.321  -0.038
C3 0.599 0.554 -0.586  -0.525
O1 -0.868 -3.162 -1.951  -0.502
O2 -2.358 -1.363 -1.533  -0.456
S1 -2.332 -1.328 1.236  0.085
H1 1.252 -0.299 -0.164  0.179
H2 0.261 1.360 0.043  0.180
H3 0.235 0.382 -1.601  0.177
H4 -1.180 -2.012 1.820  0.176

***

ii.
The following is a quantum chemistry calculation of a molecular structure, C3H4O2S, from the OMol25 dataset.

The calculation puts the HOMO energy at -9.502 eV. As for the charge: 0.

Last column: natural (NBO) charge in e.
Atoms and positions in Å:
C1 0.914 0.142 -1.427  -0.335
C2 -0.641 -0.267 0.457  0.690
C3 -0.706 0.065 1.812  -0.441
H1 1.423 1.468 -1.577  0.229
H2 -0.295 0.101 -2.162  0.250
H3 1.799 -1.050 -1.490  0.230
H4 0.183 0.624 1.936  0.226
O1 0.563 0.200 -0.051  -0.570
O2 -1.564 -0.633 -0.290  -0.539
S1 -1.675 -0.650 2.792  0.262

***

iii.
The following is a quantum chemistry calculation of a single C3H4O2S molecule, from the OMol25 dataset.

The calculation puts the HOMO energy at -10.789 eV. As for the charge: 0. As for the structure (SMILES): C#CS(C)(=O)=O.

Last column: natural (NBO) charge in e.
Atoms and positions in Å:
C1 -0.115 -2.871 0.091  -0.262
C2 -0.644 -1.809 -0.122  -0.315
C3 -0.207 1.119 -0.108  -0.850
O1 -2.277 0.020 1.344  -0.859
O2 -2.460 0.134 -1.208  -0.863
S1 -1.711 0.017 0.031  2.128
H1 0.369 -3.814 0.213  0.240
H2 -0.379 2.225 0.041  0.266
H3 0.613 0.936 0.565  0.256
H4 0.300 0.705 -0.980  0.260

***

iv.
The following is a quantum chemistry calculation of a single C3H4O2S molecule, from the OMol25 dataset.

The calculation puts the HOMO energy at -9.418 eV. As for the charge: 0. As for the structure (SMILES): O=C[C@]1(S)CO1.

Last column: natural (NBO) charge in e.
Atoms and positions in Å:
C1 0.591 -1.164 -0.086  0.413
C2 -1.325 0.507 0.481  -0.102
C3 -0.097 0.261 -0.213  -0.008
O1 1.745 -1.317 -0.245  -0.492
O2 -1.231 0.464 -0.882  -0.444
S1 1.139 1.558 -0.172  -0.065
H1 0.072 -2.077 0.196  0.134
H2 -1.728 -0.417 0.829  0.185
H3 -1.348 1.409 0.898  0.192
H4 2.181 0.777 -0.806  0.186

***

Relative energy table, unit eV: i 2.790; ii 2.693; iii 1.771; iv 0.000

***

i.
The following is a quantum chemistry calculation of a single C3H4O2S molecule, from the OMol25 dataset.

The calculation puts the HOMO energy at -8.809 eV. As for the charge: 0. As for the structure (SMILES): O[C@H]1C=CSO1.

Last column: natural (NBO) charge in e.
Atoms and positions in Å:
C1 0.116 -0.992 0.062  -0.232
C2 -0.040 -0.898 -1.249  -0.434
C3 0.322 0.539 0.731  0.358
O1 0.697 1.412 -0.261  -0.604
O2 -0.873 0.870 1.380  -0.738
S1 0.345 0.648 -1.950  0.520
H1 -0.176 -1.938 0.656  0.236
H2 -0.047 -1.725 -1.850  0.240
H3 1.072 0.638 1.580  0.173
H4 -1.415 1.445 0.902  0.480

***

ii.
The following is a quantum chemistry calculation of a single C3H4O2S molecule, from the OMol25 dataset.

The calculation puts the HOMO energy at -10.159 eV. As for the charge: 0. As for the structure (SMILES): C[C@@]1(S)OC1=O.

Last column: natural (NBO) charge in e.
Atoms and positions in Å:
C1 -1.563 -0.558 0.078  0.747
C2 -0.246 0.170 -0.009  -0.004
C3 1.040 -0.522 0.083  -0.640
O1 -2.468 -0.907 0.755  -0.540
O2 -1.217 -0.642 -1.189  -0.509
S1 -0.326 1.927 0.155  0.090
H1 1.238 -0.243 1.195  0.247
H2 1.634 -0.023 -0.578  0.220
H3 0.937 -1.548 -0.100  0.245
H4 0.969 2.345 -0.390  0.145

***

iii.
The following is a quantum chemistry calculation of a single C3H4O2S molecule, from the OMol25 dataset.

The calculation puts the HOMO energy (alpha / beta) at -8.407 / -8.498 eV. As for the charge: 0.

Last column: natural (NBO) charge in e.
Atoms and positions in Å:
C1 -0.988 0.223 0.064  -0.334
C2 -0.147 1.299 0.043  0.143
C3 -0.600 -1.124 -0.152  -0.468
O1 2.844 -0.657 0.671  -0.861
O2 1.165 1.113 -0.283  -0.678
S1 1.849 -0.359 -0.375  1.334
H1 -1.944 0.386 0.472  0.219
H2 -0.488 2.261 0.221  0.200
H3 -1.174 -1.699 0.591  0.219
H4 -0.517 -1.443 -1.253  0.226

***

Relative energy table, unit eV: i 0.645; ii 0.000; iii 1.691

***

i.
The following is a quantum chemistry calculation of a single C3H7O2P molecule, from the OMol25 dataset.

The calculation puts the HOMO energy at -9.299 eV. As for the charge: 0. As for the structure (SMILES): C[C@H]1OCPO1.

Last column: natural (NBO) charge in e.
Atoms and positions in Å:
C1 1.084 -1.248 -0.280  -0.364
C2 -0.148 0.505 0.589  0.373
C3 -1.343 0.815 -0.277  -0.643
O1 0.191 -0.857 0.742  -0.521
O2 1.000 1.265 0.237  -0.780
P1 2.290 0.284 -0.098  0.828
H1 1.710 -2.203 -0.095  0.219
H2 0.735 -1.294 -1.364  0.188
H3 -0.362 0.695 1.588  0.161
H4 -1.002 0.612 -1.282  0.209
H5 -1.782 1.859 -0.165  0.228
H6 -2.069 0.154 -0.105  0.216
H7 2.553 -0.189 1.096  -0.115

***

ii.
The following is a quantum chemistry calculation of a single C3H7O2P molecule, from the OMol25 dataset.

The calculation puts the HOMO energy (alpha / beta) at -7.438 / -6.964 eV. As for the charge: 0.

Last column: natural (NBO) charge in e.
Atoms and positions in Å:
C1 -1.060 -0.391 1.209  0.177
C2 1.981 0.932 -1.472  -0.272
C3 -2.146 -1.407 0.699  -0.686
O1 -0.280 0.515 0.578  -0.758
O2 1.372 2.017 -0.728  -0.802
P1 1.064 1.591 0.843  0.956
H1 -0.670 -0.556 2.216  0.126
H2 3.143 0.725 -1.200  0.171
H3 1.964 1.440 -2.435  0.201
H4 1.558 -0.034 -1.463  0.190
H5 -2.451 -1.130 -0.329  0.229
H6 -2.865 -1.255 1.527  0.243
H7 -1.611 -2.447 0.554  0.225

***

Relative energy table, unit eV: i 0.000; ii 2.167